1.
The following is a quantum chemistry calculation of an isolated molecule of C22H24N2O2S at a distorted geometry, from OMol25.

Calculated values
Kohn-Sham gap: 0.28990 Eh
E_LUMO: 0.7 eV
Maximum force: 1.16 eV/A
Energy relative to the best compared isomer or geometry (same formula, charge and spin): 36.0 kcal per mole
SMILES: COc1ccc(OC)c(-c2csc(N3CCC(c4ccccc4)CC3)n2)c1
M: 380.5 g mol⁻¹

The geometry in ORCA input format:
```
! RIJCOSX wB97M-V def2-TZVPD def2/J DEFGRID3
* xyz 0 1
S -0.24713 -0.36951 -3.09184
O -0.72775 3.23835 3.28519
O 2.27423 2.85467 -1.35360
N -0.96251 0.25939 -0.69932
N -2.08111 -1.62342 -1.51019
C 1.09451 3.91167 1.97310
C -2.23268 -3.28610 0.29339
C 0.40022 2.15632 -0.07380
C -1.18301 -0.62077 -1.60829
C 1.53657 2.97184 -0.20675
C 3.46156 3.59850 -1.47045
C -1.05211 -3.85371 -1.78016
C 0.19622 -2.57540 0.08536
C 0.14399 -1.93235 1.31932
C -0.03160 3.10642 2.11535
C -1.87176 2.44178 3.46470
C -1.99651 -2.78026 -2.36648
C -0.00556 1.17093 -1.06639
C -0.84453 -3.62609 -0.27175
C 1.86323 3.84095 0.82803
C 0.48194 0.99686 -2.32553
C -0.36495 2.23928 1.08867
C -2.66560 -1.90198 -0.21130
C 2.07009 -0.60484 0.78873
C 2.16465 -1.26395 -0.42183
C 1.24487 -2.24018 -0.76409
C 1.06005 -0.95616 1.66449
H 2.72986 4.47843 0.75456
H -2.24683 -3.30653 1.38169
H 3.89239 3.31321 -2.42964
H -1.66401 -2.46726 -3.35712
H 1.35797 4.58791 2.77053
H -2.93332 -4.04995 -0.05090
H -1.62701 1.37468 3.44181
H 2.77260 0.17299 1.04743
H -2.33084 -1.11510 0.46408
H -0.10385 -3.85647 -2.31177
H -3.75742 -1.85296 -0.30015
H -0.62310 -2.18781 2.03411
H -1.50180 -4.83791 -1.92489
H -1.22005 1.58767 1.14817
H 1.20937 1.57070 -2.85521
H -3.01067 -3.18062 -2.46168
H -0.50644 -4.57279 0.17028
H -2.26140 2.70205 4.44799
H 3.26684 4.67615 -1.47162
H -2.63225 2.65272 2.70575
H 0.97969 -0.46108 2.62137
H 4.17100 3.35748 -0.67193
H 2.95260 -1.01190 -1.11671
H 1.36137 -2.72584 -1.72071
*
```


2.
The following is a quantum chemistry calculation of an isolated molecule of C22H24N2O6 at a distorted geometry, from OMol25.

Calculated values
Kohn-Sham gap: 0.31920 Eh
E_LUMO: 0.7 eV
Maximum force: 1.32 eV/A
Energy relative to the best compared isomer or geometry (same formula, charge and spin): 67.4 kcal per mole
SMILES: COc1ccc(Cc2nc3ccc(C(=O)NC[C@@H]4COCCO4)cc3o2)cc1OC
M: 412.4 g mol⁻¹

The geometry in ORCA input format:
```
! RIJCOSX wB97M-V def2-TZVPD def2/J DEFGRID3
* xyz 0 1
O 0.63262 1.32660 1.99744
O 3.25426 -3.15247 1.29532
O 0.96172 -8.49743 1.24423
O -0.41443 7.39664 -1.13699
O 0.32297 -6.29495 -0.39528
O -2.88362 7.02015 -1.80547
N 2.01476 -4.02115 -0.38050
N -0.15968 1.95019 0.00152
C 1.56336 -0.87652 1.32993
C -4.21362 6.85458 -2.22678
C -0.43403 5.48500 0.37344
C 0.57456 -0.12375 -1.23381
C -2.37753 6.13307 -0.90390
C -3.07496 5.08059 -0.33834
C 1.97567 -7.67271 0.71472
C 0.91795 0.32380 1.12723
C -0.01183 2.25882 1.24257
C 2.39271 -3.01404 0.44866
C 1.68998 -1.71544 0.22777
C -0.15464 -8.53448 0.38126
C -2.46233 4.23598 0.57673
C 1.20730 -1.33290 -1.03148
C 0.93463 7.64503 -0.83342
C 2.50485 -5.36432 -0.20476
C -0.47229 3.50292 1.91392
C 1.45428 -6.25242 0.46553
C -1.14488 4.43034 0.93902
C 0.41988 0.71035 -0.13520
C -1.02818 6.33827 -0.53896
C -0.68854 -7.12179 0.13866
H -3.02543 3.41935 1.00150
H -4.39568 7.65340 -2.94410
H -0.90423 -9.15622 0.87160
H 2.78127 -7.66401 1.44913
H 1.15274 -5.81053 1.42995
H 0.21300 0.17447 -2.20404
H 1.07440 7.87522 0.22852
H 0.13191 -8.98684 -0.58036
H 1.16839 -3.93468 -0.92039
H 0.59691 5.62718 0.65675
H 1.57322 6.79897 -1.10865
H -4.36442 5.88703 -2.71732
H 2.34352 -8.09291 -0.23433
H -1.05053 -6.70043 1.08854
H 3.39696 -5.30630 0.42192
H 2.75863 -5.78556 -1.18155
H -4.10483 4.90280 -0.60296
H 1.21357 8.51392 -1.42757
H 0.39328 3.98245 2.37900
H -1.49771 -7.12870 -0.59285
H 1.36196 -1.98734 -1.87643
H -4.91730 6.95156 -1.39284
H 1.96057 -1.17062 2.28782
H -1.16114 3.21982 2.71558
*
```


3.
The following is a quantum chemistry calculation of a structure of composition C22H24N2P2Pd, from OMol25.

Calculated values
Kohn-Sham gap: 0.22030 Eh
E_LUMO: 0.1 eV
Maximum force: 0.70 eV/A
Energy relative to the best compared isomer or geometry (same formula, charge and spin): 24.5 kcal per mole
M: 484.8 g mol⁻¹

The geometry in ORCA input format:
```
! RIJCOSX wB97M-V def2-TZVPD def2/J DEFGRID3
* xyz 0 1
Pd 0.29053 -0.38554 0.20527
P 0.24305 -2.03552 1.80567
P -2.16848 -1.15087 -0.31686
N -0.26243 1.90800 0.21811
N 1.54249 0.72327 -1.45646
C 3.30145 0.88672 -3.07163
C 0.93074 -3.89661 -0.22864
C 1.81801 4.83333 -0.74306
C 0.81038 4.04902 -0.06955
C -1.00594 -2.53150 -0.71494
C -2.37415 -0.31497 -1.95362
C -1.10611 2.46733 1.05657
C -1.31300 -2.41939 2.72570
C -3.76129 -2.10688 -0.34623
C 2.55927 2.85547 -1.93032
C 3.41385 2.23293 -2.85365
C -1.05202 3.82384 1.41451
C 1.36216 -3.19661 2.68806
C 0.69343 2.68396 -0.33822
C 2.64163 4.26766 -1.63999
C 1.62002 2.05835 -1.27061
C 0.01466 -2.91433 0.19175
C 0.85194 -4.47912 -1.47991
C -0.15591 -4.10952 -2.36266
C -0.09019 4.61251 0.84723
C 2.34975 0.16795 -2.33569
C -1.06886 -3.14806 -1.96856
H -2.85625 -0.94056 -2.70839
H 1.01899 -4.23299 2.62494
H 2.37919 -3.12813 2.30296
H -0.01534 5.66616 1.09112
H 1.57577 -5.23331 -1.76555
H -1.86547 1.80600 1.46107
H 3.38765 4.85908 -2.15761
H 2.25167 -0.90572 -2.45099
H -1.06962 -2.61809 3.77152
H -4.59936 -1.40600 -0.34278
H -1.76802 4.22318 2.11994
H -2.00500 -1.58155 2.67604
H -3.83363 -2.72931 0.54718
H 1.72769 -4.20731 0.43304
H 4.15308 2.82498 -3.38107
H -0.23083 -4.56789 -3.34089
H 1.88613 5.89148 -0.51957
H -1.80356 -3.30892 2.32279
H 3.93532 0.37018 -3.77907
H -3.84330 -2.74944 -1.22725
H -2.99294 0.57249 -1.80444
H 1.38855 -2.89176 3.73528
H -1.85317 -2.85836 -2.65922
H -1.40382 0.01399 -2.32422
*
```


4.
The following is a quantum chemistry calculation of a structure of composition C22H24N2S4W at a distorted geometry, from OMol25.

Calculated values
Kohn-Sham gap: 0.22767 Eh
E_LUMO: -8.2 eV
Maximum force: 1.97 eV/A
Energy relative to the best compared isomer or geometry (same formula, charge and spin): 0.0 kcal per mole
M: 628.6 g mol⁻¹

The geometry in ORCA input format:
```
! RIJCOSX wB97M-V def2-TZVPD def2/J DEFGRID3
* xyz 2 1
W 1.22001 -0.76552 1.44888
S 0.48890 -2.63093 2.16004
S 0.43055 -0.41577 -0.50180
S -0.27114 0.86063 2.44370
S 2.71791 0.17386 3.19679
N 1.79646 -0.22009 5.63220
N -0.87899 -0.15357 4.81097
C -2.33231 -0.02846 4.48589
C -0.52048 -0.79538 6.10124
C 5.19190 3.33543 6.90101
C -3.76592 3.98381 4.93758
C 3.22682 2.16502 6.17152
C -2.80162 1.39808 4.65382
C -2.89706 3.46305 5.88453
C 0.71553 -0.15326 6.65234
C 5.82788 2.12007 7.12025
C -4.15115 3.21683 3.84986
C 3.26938 -3.77836 0.58255
C 3.35195 -1.10144 0.51371
C 3.18299 -0.38735 6.13322
C 0.03942 0.19694 3.98548
C 5.16558 0.92843 6.86664
C 3.89495 3.35976 6.42694
C 1.52174 -0.00209 4.39041
C 4.01277 0.17637 0.10480
C -3.66278 1.92347 3.70264
C 3.26823 -2.32296 0.57836
C 3.86116 0.95020 6.39063
C -2.41730 2.16886 5.74535
H 3.22923 -4.17893 1.59279
H 2.21065 2.21487 5.79415
H -2.84522 -0.74584 5.12460
H -1.75818 1.77201 6.51233
H -4.14393 4.99150 5.04936
H 4.22157 -4.07927 0.13461
H -2.45747 -0.34222 3.45069
H 3.10190 -0.98603 7.03798
H -3.96239 1.32775 2.84672
H 4.82439 -0.05875 -0.58213
H 3.31310 0.84110 -0.39391
H -4.82849 3.62290 3.11019
H 1.05893 -0.66528 7.54600
H 2.45894 -4.18203 -0.02171
H 3.39429 4.30347 6.25383
H 5.67183 -0.01447 7.04539
H 4.43508 0.68233 0.97192
H -2.60180 4.05850 6.73825
H 0.55998 0.89804 6.90055
H 5.71237 4.26158 7.10466
H -1.36011 -0.68350 6.78079
H -0.37211 -1.85876 5.89974
H 6.84348 2.10004 7.49364
H 3.72385 -0.96854 5.38746
*
```